Computed, not measured: a molecular structure, C10H5Cl3GeN2O2S2V at a distorted geometry, with ωB97M-V/def2-TZVPD.

HOMO (alpha / beta): -0.2224 / -0.2271 Eh
net charge: -1
spin multiplicity: 3
LUMO (alpha / beta): 1.8 / 1.9 eV
orbital gap (alpha / beta): 7.90 / 8.10 eV
⟨S²⟩: 2.02

Cartesian coordinates (Å):
V -1.075 0.991 1.169
S -1.966 -0.702 -0.045
C -0.554 -1.335 -0.873
C -0.636 -2.550 -1.555
C 0.445 -3.058 -2.250
C 0.313 -4.318 -2.950
N 0.210 -5.319 -3.504
C 1.651 -2.344 -2.270
C 1.742 -1.139 -1.596
C 0.653 -0.618 -0.895
S 0.786 0.940 -0.102
C 2.802 -2.842 -2.992
N 3.716 -3.234 -3.568
H -1.566 -3.103 -1.541
H 2.673 -0.587 -1.617
Cl -2.242 3.113 -1.988
Ge -2.318 2.753 0.161
Cl -1.859 4.773 0.958
Cl -4.485 2.625 0.532
C 0.662 2.759 3.375
C -0.254 1.687 3.886
O -0.418 1.439 5.041
O -0.923 1.008 2.905
H 1.185 3.221 4.207
H 0.080 3.514 2.839
H 1.378 2.326 2.674

Computed, not measured: 2 unconnected molecules or ions with the total composition C10H5F3N5O5 at a distorted geometry, with ωB97M-V/def2-TZVPD.

HOMO: -0.1892 Eh
net charge: -1
spin multiplicity: 1
LUMO: 1.4 eV
orbital gap: 6.52 eV
energy above the lowest of the compared OMol25 structures with the same formula, charge and spin: 0.55 kcal per mole

Cartesian coordinates (Å):
C 0.662 1.614 2.686
N 0.554 0.179 2.801
C -0.166 -0.405 1.820
C 0.435 -1.765 1.307
F 1.249 -1.525 0.233
F 1.179 -2.419 2.245
F -0.568 -2.600 0.917
O -1.204 -0.009 1.281
H 1.311 1.959 1.867
H -0.337 2.023 2.472
H 1.048 2.034 3.617
N 2.723 -2.214 5.169
C 1.582 -2.008 5.035
C 0.188 -1.724 4.909
C -0.202 -0.367 4.699
C -1.577 -0.090 4.820
N -2.241 1.124 4.632
O -1.896 2.293 4.651
O -3.576 0.775 4.307
N -3.769 -0.570 4.363
C -2.555 -1.096 4.720
C -2.172 -2.475 4.825
N -3.060 -3.572 4.495
O -4.299 -3.457 4.517
O -2.498 -4.648 4.164
C -0.790 -2.730 5.004
H 0.508 0.436 4.842
H -0.441 -3.753 5.104

Computed, not measured: 27 unconnected molecules or ions with the total composition C10H65FN2O30S3 at a distorted geometry, with ωB97M-V/def2-TZVPD.

HOMO: -0.3118 Eh
spin multiplicity: 1
LUMO: -0.6 eV
orbital gap: 7.92 eV

Cartesian coordinates (Å):
C 2.195 -2.159 3.536
C 1.558 -1.864 2.560
C 0.678 -1.498 1.442
F 0.423 -2.701 0.774
C -0.670 -0.942 1.979
C -1.824 -1.288 1.033
S -3.464 -0.985 1.746
C -4.455 -0.827 0.232
C -5.324 0.441 0.257
C -0.490 0.548 2.260
O 0.742 0.841 2.819
N -1.512 1.023 3.173
C -2.228 1.962 2.898
S -3.185 3.123 2.544
O -0.581 1.250 1.016
S 0.515 0.929 -0.111
O 1.425 2.023 -0.160
O -0.230 0.613 -1.302
C 1.393 -0.585 0.379
N 2.717 -0.205 0.807
H 2.665 -2.665 4.349
H -0.859 -1.425 2.940
H -1.763 -2.345 0.799
H -1.745 -0.756 0.087
H -3.822 -0.823 -0.653
H -5.102 -1.696 0.150
H -6.380 0.174 0.257
H -5.109 1.075 -0.600
H -5.143 1.009 1.169
H 0.625 1.002 3.761
H 1.454 -1.166 -0.546
H 3.029 0.606 0.289
H 3.328 -0.981 0.575
O 4.602 -3.489 1.656
H 4.036 -2.869 2.135
H 4.217 -4.355 1.827
O -7.086 -1.758 -1.315
H -7.440 -2.614 -1.586
H -7.782 -1.135 -1.549
O 7.008 -2.862 1.595
H 7.476 -3.706 1.578
H 6.068 -3.087 1.648
O -1.410 1.350 6.261
H -2.116 1.926 6.570
H -1.724 1.005 5.416
O 8.493 -5.094 2.698
H 8.345 -4.642 3.535
H 9.212 -5.710 2.867
O 3.917 0.533 -1.766
H 3.740 -0.038 -2.520
H 4.493 1.230 -2.112
O 5.151 2.934 -2.733
H 4.634 3.396 -3.405
H 5.779 3.602 -2.437
O -2.178 4.092 -0.566
H -1.302 3.701 -0.663
H -2.554 3.682 0.221
O 4.974 0.374 -5.008
H 4.884 1.176 -4.480
H 5.809 -0.007 -4.718
O 2.326 0.052 -6.494
H 2.233 0.218 -7.435
H 3.208 0.376 -6.268
O -6.971 -4.815 -2.612
H -6.196 -4.249 -2.689
H -6.824 -5.490 -3.284
O 5.740 2.889 0.100
H 5.798 2.737 1.052
H 5.019 2.321 -0.189
O -2.741 -0.981 7.767
H -2.015 -0.350 7.821
H -2.428 -1.774 8.211
O 4.127 5.590 -3.568
H 3.426 5.433 -2.927
H 4.416 6.496 -3.387
O 2.218 -1.184 6.609
H 1.781 -0.707 5.897
H 2.775 -0.526 7.036
O -3.007 1.506 -2.091
H -2.954 2.431 -1.810
H -2.189 1.115 -1.757
O -2.974 2.430 -5.132
H -2.189 2.941 -5.349
H -2.721 1.898 -4.367
O -10.162 -1.190 -1.157
H -10.771 -0.548 -0.775
H -10.669 -2.009 -1.193
O -8.744 -2.969 1.029
H -9.020 -2.526 0.219
H -8.199 -2.310 1.470
O -5.396 -7.227 -2.814
H -4.754 -7.922 -2.643
H -6.106 -7.385 -2.182
O 3.869 -2.447 -0.949
H 3.067 -2.976 -1.015
H 4.542 -3.077 -0.670
O -9.839 1.111 -3.231
H -9.115 1.720 -3.055
H -9.750 0.410 -2.577
O 0.751 1.478 -4.583
H 1.427 0.802 -4.695
H 0.279 1.261 -3.772
O 4.193 8.478 -3.808
H 3.694 8.947 -4.482
H 4.845 9.110 -3.491
O 5.903 3.479 3.050
H 5.193 3.307 3.675
H 6.209 4.367 3.254
O 6.487 0.108 1.332
H 6.651 -0.745 1.755
H 7.310 0.601 1.409

Computed, not measured: 2 unconnected molecules or ions with the total composition C10H6BrClF5NO6S at a distorted geometry, with ωB97M-V/def2-TZVPD.

HOMO: -0.2923 Eh
spin multiplicity: 1
LUMO: -2.4 eV
orbital gap: 5.60 eV

Cartesian coordinates (Å):
O -1.634 -3.454 -0.638
C -0.901 -2.689 -1.122
Cl -1.153 -2.172 -2.803
C 0.304 -2.137 -0.393
C 0.606 -0.688 -0.682
C 0.005 0.372 -0.014
S -1.231 0.087 1.241
O -1.864 -1.188 1.129
O -0.616 0.357 2.502
C -2.592 1.342 1.019
F -2.107 2.525 0.595
F -3.156 1.520 2.197
C -3.632 0.858 -0.041
F -2.985 0.233 -1.028
F -4.242 1.919 -0.566
F -4.539 0.072 0.498
C 0.381 1.673 -0.301
C 1.352 1.919 -1.238
N 1.911 0.900 -1.878
C 1.575 -0.374 -1.635
Br 2.515 -1.635 -2.635
H 0.113 -2.286 0.659
H 1.166 -2.748 -0.638
H -0.025 2.527 0.210
H 1.667 2.923 -1.457
H 2.648 1.094 -2.545
C 3.557 -0.295 1.589
O 2.710 0.318 0.859
O 3.204 -0.307 2.946
O 4.588 -0.859 1.263
H 2.376 0.191 2.905

Computed, not measured: C10H6FIN2O4 in the gas phase, with ωB97M-V/def2-TZVPD.

HOMO: -0.3678 Eh
spin multiplicity: 1
LUMO: -2.0 eV
orbital gap: 8.05 eV

Cartesian coordinates (Å):
H 0.889 1.840 2.085
N 1.116 2.832 1.985
C 1.221 3.153 0.766
C 1.083 2.220 -0.416
C -0.163 1.375 -0.374
C -1.335 1.724 0.160
C -2.481 0.784 0.087
O -3.620 1.151 -0.059
C -2.106 -0.670 0.152
I -3.429 -1.965 1.087
C -0.945 -1.033 -0.401
C -0.379 -2.411 -0.454
O -1.017 -3.407 -0.635
N 1.026 -2.419 -0.196
C 1.498 -3.682 0.225
O 1.455 -4.090 1.323
F 2.060 -4.365 -0.773
C -0.088 0.031 -1.011
O 0.625 -0.204 -1.964
H 1.459 4.193 0.551
H 1.131 2.768 -1.355
H 1.940 1.545 -0.418
H -1.487 2.686 0.627
H 1.545 -2.056 -0.991

Computed, not measured: a molecular structure, C10H6IMnSbSe4, with ωB97M-V/def2-TZVPD.

HOMO (alpha / beta): -0.1639 / -0.1665 Eh
net charge: -1
spin multiplicity: 5
LUMO (alpha / beta): 0.6 / 2.0 eV
orbital gap (alpha / beta): 5.10 / 6.49 eV
⟨S²⟩: 6.32
energy above the lowest of the compared OMol25 structures with the same formula, charge and spin: 0.00 kcal per mole

Cartesian coordinates (Å):
Mn 0.193 0.213 0.818
Se 4.267 1.448 2.350
Sb 2.847 -0.467 2.269
Se 2.041 -0.676 -0.256
Se 0.507 0.051 3.190
Se 3.499 -2.647 2.963
I -2.567 0.090 0.227
C -2.508 2.172 0.014
C -3.689 2.807 -0.236
C -3.700 4.209 -0.395
C -2.534 4.907 -0.298
C -1.304 4.256 -0.035
C -0.104 5.000 0.071
C 1.075 4.369 0.331
C 1.118 2.967 0.492
C -0.017 2.203 0.399
C -1.261 2.842 0.131
H -4.610 2.246 -0.313
H -4.635 4.716 -0.591
H -2.527 5.984 -0.420
H -0.148 6.076 -0.052
H 1.995 4.933 0.423
H 2.073 2.509 0.722

no.,energy (eV)
1,-158976.01552
2,-36284.96039
3,-111051.08691
4,-131227.70136
5,-32453.94742
6,-317814.66739